The following is a DFT calculation (ωB97M-V with the def2-TZVPD basis set) of a cluster of 16 separate species, C47H77N15O5 in total in a non-equilibrium geometry.

XYZ file:
```
144
Properties=species:S:1:pos:R:3:forces:R:3
C -0.384 4.325 4.916 -0.537 -0.877 -0.146
C -0.944 2.961 5.277 0.694 0.848 0.128
O -0.772 2.035 4.219 -0.663 0.951 0.480
C -1.936 1.471 3.742 1.689 -0.775 -1.188
O -1.722 0.072 3.894 -1.590 -0.476 1.485
C -1.175 -0.386 2.771 0.278 2.187 0.452
O -0.971 -1.499 2.544 0.791 -3.953 -0.606
O -0.893 0.625 1.959 0.333 0.594 -1.276
C -1.964 1.529 2.242 -0.454 0.101 0.328
C -1.941 2.892 1.665 0.522 -0.365 -0.588
C -1.101 3.050 0.420 -0.042 0.092 0.053
C -0.749 4.492 0.221 0.706 0.137 0.897
C 0.410 4.911 1.131 -0.311 0.104 -1.307
C 1.733 5.260 0.444 -0.184 -0.970 1.281
C 2.834 4.325 0.944 -0.463 1.348 -1.015
C 4.180 4.950 0.749 0.804 -0.994 0.144
C 5.325 4.270 1.499 -0.379 0.574 0.214
C 4.929 3.627 2.796 0.646 0.273 -0.159
C 6.113 3.261 3.680 -1.330 -0.567 -0.639
C 6.157 1.785 3.875 1.477 0.066 0.264
O 6.377 1.094 2.674 -0.110 -0.035 -0.170
C 5.310 0.308 2.233 0.168 0.120 -0.350
H -1.166 4.994 4.636 -0.494 0.696 -0.209
H 0.188 4.718 5.717 0.502 0.589 0.673
H 0.241 4.174 4.073 0.827 0.130 -0.757
H -1.968 3.081 5.562 -0.830 -0.304 0.101
H -0.407 2.623 6.139 0.322 -0.673 0.558
H -2.845 1.843 4.151 -0.647 -0.032 0.937
H -2.833 0.994 1.891 -0.518 0.095 -0.029
H -1.671 3.609 2.407 0.608 0.560 0.628
H -2.947 3.109 1.415 -1.096 0.375 -0.297
H -0.228 2.440 0.505 0.812 -0.343 -0.010
H -1.619 2.706 -0.445 -0.665 -0.548 -0.611
H -0.528 4.704 -0.799 0.108 0.306 -0.851
H -1.586 5.064 0.552 -0.956 0.593 -0.309
H 0.115 5.763 1.696 -0.322 0.729 0.641
H 0.539 4.114 1.826 0.356 -0.630 0.724
H 1.676 5.244 -0.624 -0.114 0.204 -0.697
H 1.975 6.231 0.808 0.393 1.061 -0.189
H 2.783 3.463 0.317 -0.043 -1.202 -0.018
H 2.598 4.117 1.960 0.107 -0.448 0.844
H 4.405 4.866 -0.291 0.179 0.244 -0.995
H 4.202 5.995 0.974 -0.351 0.820 0.361
H 6.031 5.034 1.746 0.773 0.607 0.082
H 5.861 3.579 0.886 0.299 -0.720 -0.526
H 4.310 4.297 3.346 -0.727 0.639 0.393
H 4.335 2.768 2.573 -0.513 -0.704 0.006
H 7.034 3.638 3.298 0.803 0.231 -0.302
H 5.944 3.681 4.635 0.123 0.613 1.079
H 6.999 1.571 4.506 0.630 -0.316 0.568
H 5.299 1.443 4.416 -0.920 -0.358 0.110
H 5.493 -0.737 2.377 0.243 -0.850 0.237
H 4.378 0.552 2.701 -0.617 0.245 0.449
H 5.189 0.471 1.182 -0.102 0.078 -0.809
C -6.104 1.573 2.271 -0.060 -0.228 0.161
C -5.678 2.853 1.749 -0.639 -1.753 0.707
N -5.354 3.858 1.347 0.649 2.155 -0.823
H -6.870 1.152 1.625 -0.020 -0.069 -0.036
H -5.256 0.894 2.304 0.025 -0.071 -0.046
H -6.507 1.699 3.273 -0.041 -0.009 0.041
C 3.995 0.584 -1.693 -0.124 -0.148 0.242
C 4.100 1.957 -2.138 -0.212 -1.994 0.655
N 4.194 3.013 -2.526 0.225 2.430 -0.870
H 3.563 -0.022 -2.485 -0.020 -0.072 -0.009
H 4.980 0.202 -1.454 0.065 -0.098 0.029
H 3.360 0.519 -0.811 -0.045 0.021 0.006
C 6.041 3.659 8.065 -0.157 -0.105 0.137
C 6.950 4.217 7.086 -1.226 -0.741 1.417
N 7.653 4.655 6.319 1.541 0.968 -1.557
H 5.029 4.001 7.864 -0.064 0.002 0.007
H 6.067 2.573 8.014 -0.023 -0.060 0.022
H 6.334 3.977 9.062 -0.011 -0.002 0.069
C -4.446 1.132 -2.576 -0.141 0.032 -0.492
C -4.128 1.107 -1.171 -0.440 0.039 -1.958
N -3.883 1.053 -0.070 0.334 -0.228 2.218
H -5.048 2.004 -2.818 -0.006 0.075 0.049
H -3.533 1.159 -3.165 0.055 -0.010 -0.014
H -5.005 0.232 -2.822 -0.013 -0.066 -0.040
C 4.575 8.175 3.560 0.128 0.154 -0.042
C 3.532 7.328 4.102 1.374 1.090 -0.736
N 2.719 6.666 4.525 -1.638 -1.361 0.870
H 5.266 8.458 4.351 0.057 0.020 0.018
H 5.117 7.640 2.787 0.079 -0.055 -0.096
H 4.134 9.072 3.133 0.002 0.052 -0.035
C -3.468 -2.736 -0.255 0.273 -0.185 0.250
C -4.479 -2.380 -1.222 1.414 -0.315 1.388
N -5.241 -2.088 -2.004 -1.522 0.662 -1.703
H -2.562 -3.014 -0.789 0.118 -0.005 0.060
H -3.246 -1.897 0.401 0.009 0.066 -0.014
H -3.805 -3.577 0.346 0.026 -0.049 0.043
C -6.835 -4.820 -2.711 0.025 -0.187 -0.203
C -6.755 -6.264 -2.597 -0.138 2.035 -0.173
N -6.692 -7.388 -2.485 0.103 -2.303 0.238
H -7.005 -4.537 -3.746 0.001 0.059 -0.046
H -7.648 -4.448 -2.105 -0.075 0.114 0.049
H -5.910 -4.373 -2.372 0.055 0.126 0.016
C 2.953 5.712 -5.282 0.174 -0.091 -0.204
C 2.099 5.719 -4.115 1.078 0.065 -1.401
N 1.438 5.773 -3.199 -1.365 0.030 1.758
H 2.784 6.611 -5.868 -0.007 0.036 -0.037
H 3.993 5.675 -4.970 0.065 -0.037 0.003
H 2.732 4.840 -5.892 0.034 -0.046 -0.066
C -9.676 -3.195 0.869 -0.118 -0.063 0.162
C -8.847 -2.780 -0.245 -1.143 -0.517 1.560
N -8.200 -2.457 -1.113 1.128 0.743 -1.676
H -10.680 -2.797 0.747 -0.067 0.005 0.021
H -9.724 -4.280 0.908 -0.024 -0.056 0.033
H -9.255 -2.823 1.799 -0.003 0.001 0.071
C -1.411 -5.571 -2.561 -0.447 0.010 -0.350
C -1.058 -4.301 -3.163 -0.551 -1.784 0.868
N -0.794 -3.306 -3.630 0.597 2.127 -0.967
H -2.227 -6.027 -3.118 -0.022 -0.028 -0.031
H -0.562 -6.234 -2.581 0.070 -0.197 0.013
H -1.719 -5.424 -1.534 0.028 -0.070 0.139
C -4.644 -8.978 -4.432 0.046 0.003 0.122
C -4.079 -8.995 -5.766 -0.761 -0.018 1.895
N -3.637 -9.006 -6.807 0.907 0.035 -2.229
H -5.000 -9.971 -4.171 -0.046 -0.045 0.049
H -3.886 -8.672 -3.714 0.021 -0.012 0.065
H -5.474 -8.284 -4.390 -0.096 0.021 0.056
C 2.871 -6.470 -0.921 0.210 -0.017 -0.048
C 1.457 -6.369 -0.626 1.932 -0.117 -0.345
N 0.352 -6.287 -0.402 -1.991 0.016 0.786
H 3.041 -7.265 -1.643 0.040 -0.021 -0.040
H 3.226 -5.529 -1.333 0.053 0.043 -0.021
H 3.421 -6.691 -0.009 0.061 0.003 0.030
C 6.348 -1.437 -5.063 0.074 0.037 -0.205
C 6.290 -1.499 -3.618 0.101 0.071 -1.922
N 6.242 -1.537 -2.490 -0.051 -0.176 2.253
H 5.553 -0.799 -5.435 -0.059 0.061 -0.064
H 7.308 -1.032 -5.373 0.014 0.011 -0.047
H 6.229 -2.432 -5.478 -0.005 -0.094 -0.078
C -0.580 -9.940 -0.029 0.117 -0.122 0.190
C -1.273 -9.280 -1.113 0.962 -0.884 1.506
N -1.815 -8.764 -1.959 -1.198 1.083 -1.863
H -0.608 -11.016 -0.177 0.011 -0.062 0.016
H 0.454 -9.608 -0.001 0.055 0.022 0.037
H -1.058 -9.695 0.915 0.002 0.013 0.070
C -3.914 -6.608 -9.513 0.077 -0.067 0.165
C -4.838 -6.264 -10.575 1.302 -0.468 1.481
N -5.559 -5.997 -11.403 -1.522 0.568 -1.748
H -2.968 -6.932 -9.938 0.066 -0.039 0.015
H -3.742 -5.741 -8.881 0.031 0.030 0.053
H -4.323 -7.412 -8.908 0.061 -0.061 0.068
```
Positions in Å, forces in eV/Å.

## Properties
Spin multiplicity   1
Maximum force   4.08 eV Å⁻¹
Frontier orbital gap   9.3 eV
LUMO energy   0.17 eV
HOMO   -9.1 eV
Energy   -3034.40175 Ha